# C30H47FHfP2

A molecular structure, C30H47FHfP2 at a distorted geometry (ωB97M-V/def2-TZVPD, the OMol25 dataset).

Computed properties:
Strongest force on any atom: 7.10 eV/A
Energy above the lowest of the compared OMol25 structures with the same formula, charge and spin: 0.0 kJ/mol
Electronic energy: -54455.542 eV
Kohn-Sham gap (spin up / spin down): 0.1315 / 0.1316 Ha
Highest occupied orbital energy (spin up / spin down): -12.135 / -12.136 eV

```
! wB97M-V def2-TZVPD RIJCOSX def2/J DEFGRID3
* xyz 2 1
Hf 0.31 -0.22 1.68
P -0.49 2.05 -5.14
P -0.38 -0.72 -4.27
F -4.78 -1.86 4.95
C 0.08 1.92 3.40
C -0.63 -0.68 -1.02
C 1.86 0.43 3.36
C -2.96 -0.07 2.33
C -1.15 1.05 5.51
C -1.18 3.54 -5.98
C 0.19 0.46 -0.44
C 2.08 2.62 1.90
C -1.55 -1.80 3.29
C 0.97 0.07 4.44
C -1.72 -0.72 2.40
C 2.49 -0.76 -0.76
C -0.22 -2.13 -0.65
C -0.08 1.01 4.48
C 1.60 0.38 -0.33
C 2.69 -1.90 0.27
C -4.01 -0.48 3.16
C 1.18 -1.02 5.42
C 1.21 2.26 -5.82
C 1.33 1.63 2.74
C -2.03 -1.47 -3.89
C -3.79 -1.52 4.06
C 1.54 -2.10 1.24
C -0.59 -0.58 -6.11
C -1.05 0.84 -6.46
C 0.24 -2.39 0.77
C -2.59 -2.22 4.13
C 3.27 -0.04 3.22
C 0.70 -2.19 -4.20
C -0.81 3.07 3.10
H 1.45 3.00 1.09
H 1.61 -0.64 6.36
H 0.22 -3.01 -4.76
H -0.60 3.91 3.79
H -0.64 1.16 -7.43
H 2.88 -2.84 -0.28
H -2.45 -3.06 4.81
H 0.23 -1.51 5.68
H -2.15 0.91 -6.51
H -3.09 0.75 1.62
H -1.33 -1.32 -6.44
H 2.97 2.17 1.44
H -0.38 -3.14 1.30
H 3.67 0.15 2.22
H -2.28 3.52 -5.92
H -0.60 -2.36 3.33
H -0.87 3.57 -7.04
H 0.89 -2.51 -3.17
H 0.53 -2.50 -1.35
H 0.38 -0.81 -6.57
H 1.15 2.24 -6.92
H 3.90 0.48 3.95
H -2.20 -2.28 -4.61
H -0.30 1.44 -0.43
H 1.89 1.49 -5.46
H -1.10 -2.77 -0.84
H -2.81 -0.70 -4.00
H 2.14 1.33 -0.28
H -0.51 -0.63 -2.12
H 2.15 -1.19 -1.72
H 2.42 3.48 2.50
H 3.62 -1.75 0.84
H -2.08 1.47 5.11
H -0.80 4.43 -5.46
H -1.70 -0.52 -0.83
H -5.00 -0.02 3.11
H -0.84 1.69 6.36
H -0.66 3.43 2.08
H 1.86 -2.56 2.19
H 3.49 -0.33 -0.96
H 1.66 -1.94 -4.67
H -2.05 -1.87 -2.87
H -1.87 2.80 3.20
H 1.58 3.25 -5.51
H -1.36 0.05 5.91
H 1.87 -1.80 5.04
H 3.34 -1.12 3.43
*
```

These are the Mulliken partial charges, in e, on atoms 1 to 6: -0.65 0.29 0.79 -0.31 0.45 1.73